Record 1
# C24H56CrF2O28PS5V

A molecular structure, C24H56CrF2O28PS5V in a non-equilibrium geometry (ωB97M-V/def2-TZVPD, the Open Molecules 2025 dataset).

Each line ends with the Löwdin spin population.
Geometry (Å):
Cr1 1.949 19.451 -17.688  2.93
V1 -2.328 18.087 -19.552  2.10
S1 2.422 22.935 -16.713  0.00
S2 5.480 15.398 -18.473  0.00
S3 0.969 13.352 -16.561  0.00
S4 3.808 18.344 -14.856  0.00
S5 1.183 18.314 -23.432  0.00
P1 -0.308 20.913 -19.978  0.01
F1 0.193 21.467 -21.475  0.00
F2 -1.008 22.226 -19.417  0.00
O1 2.262 23.282 -15.107  0.00
O2 3.271 18.517 -16.224  0.01
O3 0.966 20.644 -19.167  -0.01
O4 2.602 18.710 -13.842  0.00
O5 -0.225 18.246 -23.249  0.00
O6 5.797 15.469 -17.051  0.00
O7 6.927 15.541 -19.170  0.00
O8 1.736 16.940 -24.248  0.00
O9 4.653 16.386 -19.238  0.00
O10 -2.888 23.038 -14.804  0.00
O11 -1.427 19.926 -20.332  0.03
O12 0.053 12.020 -16.511  0.00
O13 -2.753 17.890 -21.042  -0.20
O14 -1.782 18.942 -17.539  0.02
O15 2.112 18.759 -22.397  0.00
O16 0.094 19.385 -16.621  0.01
O17 -0.311 17.257 -19.699  0.04
O18 3.249 23.961 -17.396  0.00
O19 1.627 16.255 -20.288  0.00
O20 1.426 13.641 -17.938  0.00
O21 1.862 13.361 -15.386  0.00
O22 1.534 17.792 -18.752  0.03
O23 -1.486 18.334 -15.403  0.00
O24 5.047 19.019 -14.571  0.00
O25 2.616 21.490 -16.852  0.01
O26 3.814 20.009 -18.889  0.01
O27 5.093 21.672 -19.871  0.00
O28 6.112 20.148 -18.773  0.00
C1 2.707 24.608 -13.139  0.00
C2 0.354 10.999 -15.572  0.00
C3 8.842 16.038 -17.631  0.00
C4 -3.776 23.056 -13.721  0.00
C5 8.015 14.933 -18.541  0.00
C6 5.075 13.602 -18.827  0.00
C7 2.942 19.644 -12.878  0.00
C8 3.176 16.674 -24.049  0.00
C9 1.646 20.174 -12.093  0.00
C10 -3.302 21.898 -12.805  0.00
C11 1.425 19.483 -24.848  0.00
C12 0.703 23.410 -17.126  0.00
C13 3.713 15.602 -24.903  0.00
C14 -0.262 14.631 -16.299  0.00
C15 -1.800 21.643 -13.193  0.00
C16 4.879 20.574 -19.136  0.00
C17 -0.565 9.771 -15.794  0.00
C18 -1.041 18.921 -16.547  0.00
C19 3.903 16.517 -14.397  0.00
C20 2.418 24.669 -14.629  0.00
C21 6.424 18.845 -18.283  0.00
C22 -2.007 21.870 -14.680  0.00
C23 3.869 22.160 -20.475  0.00
C24 0.918 17.065 -19.528  0.01
H1 7.236 18.277 -18.737  0.00
H2 0.345 24.284 -16.581  0.00
H3 0.871 20.511 -12.781  0.00
H4 6.710 19.034 -17.248  0.00
H5 1.764 21.028 -11.427  0.00
H6 4.213 23.060 -20.984  0.00
H7 5.520 18.247 -18.172  0.00
H8 3.370 25.031 -15.015  0.00
H9 -1.119 22.003 -15.298  0.00
H10 5.821 12.931 -18.402  0.00
H11 9.628 15.531 -17.072  0.00
H12 3.447 16.483 -23.011  0.00
H13 2.312 16.235 -19.616  0.00
H14 8.148 16.710 -17.124  0.00
H15 0.623 19.378 -25.578  0.00
H16 -4.743 22.815 -14.164  0.00
H17 0.699 23.578 -18.203  0.00
H18 3.628 24.098 -12.858  0.00
H19 -1.546 10.246 -15.781  0.00
H20 -3.239 22.131 -11.742  0.00
H21 9.348 16.690 -18.343  0.00
H22 3.769 17.572 -24.221  0.00
H23 0.079 15.615 -15.979  0.00
H24 2.419 19.360 -25.279  0.00
H25 3.334 21.448 -21.103  0.00
H26 3.758 15.978 -25.925  0.00
H27 -0.542 9.061 -14.968  0.00
H28 4.907 13.402 -19.886  0.00
H29 7.714 14.048 -17.980  0.00
H30 0.032 22.585 -16.888  0.00
H31 -1.128 22.402 -12.793  0.00
H32 2.917 16.056 -14.455  0.00
H33 1.330 20.489 -24.438  0.00
H34 1.636 25.404 -14.824  0.00
H35 3.177 22.536 -19.721  0.00
H36 -0.815 14.220 -15.454  0.00
H37 3.014 14.765 -24.886  0.00
H38 4.111 13.481 -18.333  0.00
H39 3.471 20.527 -13.235  0.00
H40 3.537 19.160 -12.104  0.00
H41 0.140 11.318 -14.551  0.00
H42 1.193 19.433 -11.435  0.00
H43 -0.854 14.992 -17.140  0.00
H44 1.423 10.789 -15.582  0.00
H45 8.688 14.490 -19.275  0.00
H46 2.763 25.590 -12.670  0.00
H47 4.714 15.282 -24.613  0.00
H48 4.146 16.473 -13.335  0.00
H49 -1.442 20.623 -13.054  0.00
H50 1.956 24.033 -12.597  0.00
H51 -3.843 24.011 -13.199  0.00
H52 -3.975 21.059 -12.976  0.00
H53 -0.284 9.412 -16.784  0.00
H54 4.723 16.037 -14.932  0.00
H55 -2.541 21.082 -15.210  0.00
H56 -2.307 18.119 -15.851  0.00

Net charge   +1
Calculated total energy   -206129.3377 eV
Expectation value of S²   8.8132
Multiplicity   6
HOMO-LUMO gap (alpha / beta)   3.442 / 7.353 eV

---

Record 2
# C24H56F2O15PS

6 unconnected molecules or ions with the total composition C24H56F2O15PS in a non-equilibrium geometry (ωB97M-V/def2-TZVPD, the Open Molecules 2025 dataset).

Each line ends with the Mulliken charge.
Geometry (Å):
S1 -0.674 -2.408 -2.739  1.04
P1 1.088 -1.291 -3.272  0.56
F1 -0.445 -3.774 -3.392  -0.13
F2 1.180 -1.258 -4.817  -0.21
O1 -4.231 3.055 -4.339  -0.26
O2 2.453 -5.189 2.173  -0.17
O3 5.365 1.648 -0.073  -0.36
O4 1.728 2.129 -3.865  -0.43
O5 -8.536 5.053 -1.506  -0.38
O6 4.278 0.281 -4.250  -0.46
O7 -0.630 -2.579 -1.332  -0.43
O8 3.174 1.137 -2.468  0.01
O9 0.884 -4.792 6.029  -0.40
O10 -1.661 -1.690 -3.454  -0.48
O11 -1.780 -6.017 5.692  -0.39
O12 -2.033 1.739 -2.842  -0.24
O13 -5.658 5.059 -0.840  -0.34
O14 5.519 4.007 1.681  -0.37
O15 3.403 -3.180 0.258  -0.35
C1 4.486 1.054 0.860  -0.72
C2 -6.355 4.001 -1.482  -0.12
C3 -2.978 1.091 -3.698  -0.10
C4 -1.545 -6.865 6.802  -0.72
C5 1.981 1.291 -3.089  0.11
C6 1.454 -5.865 5.297  -0.10
C7 3.814 -4.842 1.985  -0.75
C8 0.861 0.327 -2.635  0.60
C9 -3.531 4.290 -4.284  -0.67
C10 2.121 -2.600 0.285  -0.44
C11 -7.508 4.507 -2.313  -0.63
C12 6.525 3.390 2.466  -0.67
C13 -2.592 2.208 -1.621  -0.56
C14 4.855 -0.530 -2.068  -0.68
C15 -8.559 6.469 -1.485  -0.70
C16 -3.442 1.986 -4.822  -0.88
C17 -5.973 5.200 0.533  -0.77
C18 -0.220 -4.189 5.381  -0.27
C19 3.953 -3.402 1.560  -0.51
C20 5.795 4.016 0.293  -0.80
C21 -1.539 -4.646 5.958  -0.56
C22 4.982 2.974 -0.434  -0.28
C23 4.131 0.265 -3.079  0.42
C24 1.910 -5.970 1.122  -0.84
H1 -4.153 4.999 -3.740  0.17
H2 -0.131 -3.106 5.517  0.40
H3 -1.833 2.810 -1.126  0.25
H4 -1.613 -7.890 6.444  0.25
H5 2.183 -6.349 5.946  0.32
H6 1.430 -3.145 0.929  0.46
H7 -0.553 -6.700 7.230  0.32
H8 -8.880 6.870 -2.452  0.33
H9 -3.353 4.671 -5.294  0.34
H10 2.225 -1.937 -2.800  0.21
H11 -2.583 2.361 -5.387  0.36
H12 -0.196 -4.401 4.306  0.13
H13 -2.577 4.186 -3.762  0.28
H14 2.336 -6.978 1.122  0.31
H15 7.434 3.998 2.485  0.34
H16 -7.580 6.884 -1.233  0.30
H17 5.616 0.117 -1.627  0.30
H18 1.958 -5.495 4.401  -0.27
H19 2.165 -1.550 0.612  0.38
H20 -2.453 0.236 -4.111  0.27
H21 -7.937 3.667 -2.869  0.36
H22 -3.471 2.828 -1.797  0.02
H23 2.085 -5.509 0.145  0.31
H24 -2.866 1.371 -0.969  0.37
H25 -2.301 -6.712 7.579  0.33
H26 -1.561 -4.451 7.035  0.33
H27 4.328 -4.971 2.943  0.37
H28 -9.279 6.768 -0.726  0.25
H29 4.939 0.120 1.188  0.24
H30 -3.837 0.732 -3.125  0.38
H31 3.512 0.834 0.397  0.16
H32 -0.078 0.704 -3.063  -0.35
H33 0.838 -6.044 1.296  0.24
H34 -2.348 -4.073 5.493  0.38
H35 3.916 3.121 -0.234  0.30
H36 6.138 3.310 3.480  0.24
H37 5.012 -3.134 1.521  0.42
H38 -6.712 3.273 -0.746  0.39
H39 6.771 2.391 2.096  0.27
H40 0.791 0.293 -1.547  0.58
H41 0.697 -6.598 5.008  0.30
H42 5.525 5.002 -0.096  0.40
H43 4.212 -0.810 -1.242  -0.03
H44 3.462 -2.752 2.291  0.35
H45 -5.638 3.498 -2.141  0.03
H46 4.325 1.698 1.727  0.46
H47 -5.569 4.363 1.115  0.30
H48 6.861 3.858 0.107  0.38
H49 5.143 3.075 -1.512  0.37
H50 -7.150 5.245 -3.038  0.32
H51 -7.052 5.258 0.693  0.34
H52 1.739 -2.644 -0.731  -0.25
H53 -5.510 6.122 0.879  0.25
H54 4.287 -5.506 1.256  0.41
H55 -4.063 1.396 -5.504  0.34
H56 5.301 -1.394 -2.548  0.43

Net charge   +1
Calculated total energy   -82053.3609 eV
Energy above the lowest of the compared OMol25 structures with the same formula, charge and spin   0.0 kJ/mol
HOMO-LUMO gap   5.843 eV

---

Record 3
# C24H56N8O8

A molecular structure, C24H56N8O8 in a non-equilibrium geometry (ωB97M-V/def2-TZVPD, the Open Molecules 2025 dataset).

Each line ends with the Mulliken charge.
Geometry (Å):
O1 17.364 4.129 -9.868  -0.32
O2 20.950 6.950 -10.665  -0.69
O3 14.113 4.493 -11.014  -0.54
O4 14.947 4.462 -5.575  -0.74
O5 17.603 4.585 -0.876  -0.71
O6 19.589 2.455 -7.448  -0.63
O7 15.634 0.605 -13.520  -0.66
O8 17.142 6.218 -5.290  0.76
N1 17.414 5.205 -7.800  0.68
N2 15.322 6.374 -10.686  0.17
N3 16.843 1.925 -12.098  0.17
N4 18.471 0.719 -8.382  0.24
N5 15.279 3.483 -3.487  0.30
N6 18.601 5.208 -2.833  0.43
N7 16.391 8.329 -5.530  0.38
N8 19.552 7.704 -9.119  -0.12
C1 16.510 5.917 -11.342  -0.38
C2 17.880 4.294 -8.735  0.03
C3 18.359 4.345 -1.842  -0.15
C4 16.508 7.129 -4.865  -1.00
C5 17.133 8.556 -6.788  -0.64
C6 16.301 6.030 -8.251  0.87
C7 15.714 4.066 -4.670  0.76
C8 15.647 1.597 -12.749  0.15
C9 18.046 1.171 -12.232  -1.16
C10 16.783 3.096 -11.067  -0.29
C11 16.290 3.131 -2.428  -1.22
C12 17.246 0.267 -8.998  -0.91
C13 19.901 6.854 -10.048  0.27
C14 18.646 2.055 -8.079  0.04
C15 18.017 5.405 -6.478  -0.30
C16 19.465 -0.310 -8.024  -1.03
C17 19.371 4.865 -3.975  -1.40
C18 15.753 9.479 -4.929  -1.09
C19 14.171 5.621 -10.580  0.00
C20 18.414 7.554 -8.277  -0.40
C21 18.185 6.604 -2.854  -1.80
C22 13.921 3.103 -3.257  -1.06
C23 20.229 8.976 -8.906  -1.03
C24 15.324 7.708 -10.199  -1.33
H1 18.993 4.988 -6.228  0.07
H2 18.559 1.052 -11.278  0.38
H3 15.681 5.645 -9.061  -0.51
H4 16.563 7.049 -8.532  -0.07
H5 17.942 2.749 -8.564  -0.38
H6 14.799 2.287 -12.617  0.33
H7 18.849 3.382 -2.055  0.50
H8 17.829 0.149 -12.542  0.38
H9 16.029 7.080 -3.874  0.58
H10 19.001 7.212 -2.465  0.44
H11 21.115 9.010 -9.541  0.49
H12 16.428 9.098 -7.418  0.46
H13 20.152 -0.026 -7.227  0.29
H14 16.672 6.449 -12.280  0.35
H15 13.658 3.592 -2.319  0.35
H16 15.247 9.322 -3.976  0.31
H17 16.780 2.711 -10.047  -0.51
H18 18.054 9.064 -6.501  0.57
H19 20.014 -0.665 -8.897  0.29
H20 16.644 1.115 -9.323  0.38
H21 19.158 6.043 -10.099  0.40
H22 16.422 10.339 -4.911  0.37
H23 18.703 1.594 -12.991  0.29
H24 20.131 5.635 -4.104  0.41
H25 19.592 9.828 -9.145  0.29
H26 16.712 4.853 -11.463  -0.25
H27 17.853 6.900 -3.849  1.04
H28 17.221 6.233 -10.579  0.02
H29 16.772 4.371 -4.681  0.83
H30 16.050 2.152 -2.013  0.46
H31 17.308 3.147 -2.817  0.37
H32 17.615 8.265 -8.488  0.83
H33 18.844 4.876 -4.929  0.79
H34 15.099 9.856 -5.716  0.38
H35 19.959 3.962 -3.807  0.39
H36 17.902 6.609 -8.457  -1.10
H37 16.239 3.784 -1.557  0.48
H38 17.422 -0.357 -9.875  0.40
H39 17.592 3.826 -11.107  0.91
H40 18.600 7.642 -7.206  1.16
H41 15.277 8.383 -11.054  0.43
H42 13.256 6.082 -10.176  0.29
H43 13.868 2.023 -3.117  0.31
H44 17.308 7.642 -7.354  -1.62
H45 14.394 7.935 -9.678  0.35
H46 18.843 -1.149 -7.713  0.39
H47 18.835 3.807 -8.482  0.53
H48 20.628 9.092 -7.898  0.29
H49 17.343 6.774 -2.183  0.30
H50 15.839 3.631 -11.174  -0.17
H51 17.431 5.139 -5.598  -2.91
H52 16.167 7.992 -9.570  0.95
H53 13.224 3.515 -3.987  0.32
H54 16.739 -0.327 -8.238  0.32
H55 15.656 6.080 -7.374  0.15
H56 18.178 6.483 -6.492  1.22

Calculated total energy   -54069.4732 eV
Energy above the lowest of the compared OMol25 structures with the same formula, charge and spin   3131.8 kJ/mol
HOMO-LUMO gap   7.460 eV

---

Record 4
# C24H56N9O11Y

A molecular structure, C24H56N9O11Y in a non-equilibrium geometry (ωB97M-V/def2-TZVPD, the Open Molecules 2025 dataset).

Each line ends with the Mulliken charge.
Geometry (Å):
Y1 -2.351 12.270 -17.521  2.00
O1 -0.900 11.140 -19.048  -0.04
O2 -2.899 9.828 -17.862  0.26
O3 -3.308 14.416 -17.664  0.37
O4 -3.701 11.425 -13.711  -0.69
O5 -5.200 10.323 -14.876  -0.79
O6 -0.551 13.619 -17.736  -0.32
O7 -2.519 12.927 -19.851  -0.64
O8 -3.774 11.662 -15.754  -0.57
O9 -1.029 10.873 -16.172  0.44
O10 -2.019 13.541 -15.453  -0.24
O11 -4.625 12.088 -18.225  1.29
N1 -4.265 8.461 -16.765  -0.11
N2 -4.246 11.133 -14.713  0.86
N3 1.497 14.286 -17.188  -0.03
N4 -5.287 14.808 -16.783  0.39
N5 -6.438 10.830 -18.066  -0.28
N6 0.127 9.108 -19.300  0.20
N7 -0.754 14.179 -13.628  -0.08
N8 -0.645 10.703 -13.996  0.05
N9 -2.979 12.282 -21.958  -0.25
C1 1.097 8.155 -19.782  -1.11
C2 0.546 13.666 -14.052  -0.56
C3 -0.478 10.356 -15.253  0.32
C4 -2.594 13.162 -21.030  0.63
C5 -7.636 10.165 -18.494  -1.12
C6 0.347 14.525 -17.793  0.54
C7 -3.441 10.880 -21.722  -0.24
C8 -5.239 7.389 -16.763  -1.21
C9 -0.036 10.420 -19.593  0.35
C10 -3.414 8.732 -17.747  0.42
C11 -1.876 14.104 -14.346  0.54
C12 2.670 15.180 -17.146  -1.13
C13 -3.113 14.853 -13.750  -1.12
C14 -6.249 15.613 -16.074  -1.11
C15 -0.060 15.914 -18.268  -0.87
C16 1.031 11.065 -20.519  -1.35
C17 -4.172 15.241 -17.383  0.33
C18 0.052 10.160 -12.860  -1.33
C19 -2.180 14.553 -21.502  -1.23
C20 -5.790 11.845 -18.576  0.49
C21 -6.397 12.556 -19.780  -1.65
C22 -3.130 7.723 -18.897  -1.58
C23 0.393 9.103 -15.537  -1.42
C24 -3.947 16.700 -17.636  -1.83
H1 -0.843 14.524 -12.683  0.27
H2 1.784 10.369 -20.886  0.53
H3 -2.522 8.295 -19.598  0.15
H4 0.462 8.413 -14.696  0.54
H5 -3.753 14.086 -13.315  0.29
H6 -2.411 14.742 -22.550  0.51
H7 2.853 15.607 -16.160  0.29
H8 -1.351 11.415 -13.867  -0.02
H9 -4.238 10.910 -20.979  -0.09
H10 3.529 14.543 -17.358  0.39
H11 -1.080 15.793 -18.632  -0.52
H12 1.217 14.516 -14.175  0.33
H13 -8.126 10.723 -19.292  0.44
H14 1.975 8.166 -19.136  0.36
H15 -6.091 10.481 -17.184  0.25
H16 -6.528 16.484 -16.667  0.39
H17 0.544 11.464 -21.409  0.26
H18 -7.121 15.138 -15.624  0.36
H19 -8.276 10.053 -17.620  0.40
H20 -2.574 10.404 -21.264  -0.12
H21 -4.042 7.478 -19.442  0.57
H22 -6.124 13.604 -19.902  0.16
H23 -4.518 9.184 -16.107  -0.05
H24 1.079 9.873 -13.085  0.50
H25 -7.459 12.789 -19.705  0.52
H26 -5.035 6.728 -15.921  0.37
H27 1.036 13.070 -13.282  0.40
H28 -3.035 16.824 -18.219  0.21
H29 -3.677 10.382 -22.663  0.44
H30 -0.417 9.347 -12.307  0.33
H31 -0.011 8.470 -16.328  0.12
H32 0.522 13.257 -15.062  -0.22
H33 -2.562 15.335 -20.845  0.14
H34 1.551 8.365 -20.750  0.37
H35 -0.508 8.843 -18.562  -0.13
H36 -6.223 11.980 -20.689  0.38
H37 1.773 13.381 -16.835  0.36
H38 -3.579 15.472 -14.518  -0.11
H39 -2.777 15.546 -12.979  0.50
H40 1.387 9.474 -15.786  0.33
H41 0.044 16.633 -17.456  0.42
H42 -5.846 16.152 -15.217  0.32
H43 -5.339 13.801 -16.739  -0.21
H44 -3.890 17.204 -16.671  0.37
H45 -1.098 14.621 -21.389  0.27
H46 0.480 16.191 -19.174  0.52
H47 2.577 15.975 -17.885  0.40
H48 -4.867 17.057 -18.098  0.52
H49 1.545 11.836 -19.945  0.18
H50 -6.254 7.680 -16.491  0.33
H51 -2.670 6.874 -18.392  0.35
H52 -7.494 9.137 -18.829  0.27
H53 -5.324 6.876 -17.721  0.43
H54 0.573 7.199 -19.762  0.35
H55 0.186 10.964 -12.136  0.42
H56 -3.104 12.542 -22.926  0.27

Net charge   +2
Calculated total energy   -62766.6651 eV
Energy above the lowest of the compared OMol25 structures with the same formula, charge and spin   0.0 kJ/mol
HOMO-LUMO gap   9.581 eV

---

Among the records above, which one has the lowest calculated total energy?
C24H56CrF2O28PS5V

---

Look up the calculated total energy of the first one.
-206129.3377 eV